Entry 1:
{
  "formula": "C15H18O",
  "method": "ωB97M-V/def2-TZVPD",
  "elements": ["C", "C", "C", "C", "C", "C", "C", "H", "H", "H", "H", "H", "H", "H", "H", "C", "C", "C", "C", "C", "C", "C", "C", "O", "H", "H", "H", "H", "H", "H", "H", "H", "H", "H"],
  "positions_angstrom": [[0.577, 5.094, -1.140], [0.768, 0.796, -0.810], [1.411, 1.620, 0.071], [-0.228, 1.432, -1.605], [1.386, 3.038, -0.035], [-0.331, 2.786, -1.720], [0.550, 3.594, -0.959], [0.650, -0.280, -0.750], [2.149, 1.198, 0.752], [-0.785, 0.841, -2.330], [2.041, 3.557, 0.651], [-1.024, 3.198, -2.443], [1.342, 5.500, -0.470], [-0.339, 5.636, -0.888], [0.926, 5.443, -2.109], [-2.427, -2.177, 0.375], [-3.236, -2.518, 1.624], [-0.921, -2.316, 0.466], [-0.233, -1.806, 1.623], [-0.189, -2.740, -0.615], [1.177, -1.659, 1.539], [1.239, -2.800, -0.582], [1.882, -2.304, 0.570], [3.272, -2.298, 0.421], [-2.706, -2.966, -0.352], [-2.666, -1.187, -0.037], [-3.357, -3.598, 1.746], [-0.779, -1.418, 2.464], [-0.572, -3.095, -1.573], [1.776, -1.097, 2.261], [1.831, -3.323, -1.312], [3.714, -1.852, 1.136], [-4.230, -2.072, 1.528], [-2.670, -2.227, 2.503]],
  "mulliken_spin": [-0.01, 0.09, -0.09, -0.05, 0.05, 0.05, -0.02, 0.01, -0.02, 0.00, 0.00, 0.00, 0.00, 0.00, 0.00, -0.03, -0.01, -0.23, 0.47, 0.14, 0.22, 0.38, -0.19, -0.05, 0.01, 0.04, 0.00, 0.09, 0.01, 0.04, 0.07, 0.03, -0.01, 0.02],
  "e_tot_ev": -17892.72044,
  "spin_multiplicity": 2,
  "s_squared": 0.761,
  "total_charge": -1
}


Entry 2:
{
  "formula": "C15H18O",
  "method": "ωB97M-V/def2-TZVPD",
  "elements": ["C", "C", "C", "C", "C", "C", "C", "C", "O", "H", "H", "H", "H", "H", "H", "H", "H", "H", "H", "C", "C", "C", "C", "C", "C", "C", "H", "H", "H", "H", "H", "H", "H", "H"],
  "positions_angstrom": [[-0.923, -0.656, -1.010], [-0.823, -1.812, -1.977], [-2.354, -0.173, -0.633], [-3.178, -1.023, 0.138], [-2.742, 1.104, -0.927], [-4.319, -0.510, 0.665], [-3.995, 1.598, -0.477], [-4.774, 0.763, 0.267], [-6.054, 1.145, 0.586], [-0.545, -1.000, -0.043], [-0.489, 0.297, -1.310], [-1.550, -2.575, -1.696], [-2.825, -1.990, 0.474], [-2.091, 1.764, -1.486], [-4.887, -1.030, 1.433], [-4.296, 2.583, -0.802], [-6.496, 0.461, 1.090], [0.218, -2.132, -2.045], [-1.099, -1.585, -3.011], [6.511, -0.315, -0.126], [2.710, -0.669, 0.061], [2.446, 0.384, 0.912], [4.065, -0.984, -0.185], [5.100, -0.232, 0.346], [3.449, 1.101, 1.589], [4.751, 0.765, 1.268], [1.967, -1.304, -0.392], [1.423, 0.750, 0.955], [4.311, -1.813, -0.840], [3.179, 1.794, 2.368], [6.722, -1.271, -0.616], [7.203, -0.031, 0.664], [5.501, 1.329, 1.818], [6.742, 0.368, -0.953]],
  "lowdin_charge": [-0.22, -0.10, -0.24, -0.04, -0.04, -0.03, -0.01, -0.32, 0.04, 0.10, 0.10, 0.07, 0.12, 0.11, 0.11, 0.11, 0.09, 0.06, 0.07, -0.06, -0.08, -0.11, -0.05, -0.29, -0.08, -0.07, 0.08, 0.09, 0.11, 0.10, 0.08, 0.08, 0.11, 0.08],
  "e_tot_ev": -17893.87425,
  "spin_multiplicity": 1,
  "smiles": "CCc1ccc(O)cc1.Cc1ccccc1"
}